A structure of composition C23H24N2O5 at a distorted geometry, computed with ωB97M-V with the def2-TZVPD basis set.

```
54
Properties=species:S:1:pos:R:3
O 0.8658 1.4218 3.8506
O -3.6205 4.3504 -0.0395
O 0.4315 -0.3017 2.3111
O -0.5900 -4.0369 -0.4717
O -3.6357 -3.0089 1.2256
N -2.5684 -2.1918 -0.8045
N -2.9293 1.4468 -0.6747
C -4.1542 1.8207 0.1016
C 0.1660 -3.2513 -0.0513
C 6.3379 0.7844 -1.2577
C -2.4955 3.8891 -0.8518
C 3.8734 0.6546 -1.0201
C -4.5239 3.1355 -0.2625
C 1.3080 -2.9441 -0.9161
C 2.2329 -1.8009 -0.5490
C 4.1287 0.3035 0.2783
C 5.0785 0.8143 -1.9235
C 1.2718 0.7169 2.5008
C 0.7055 -1.2045 1.3920
C -0.0654 -2.0447 0.9732
C -3.3505 -1.1690 -0.9537
C -1.8677 -4.1272 0.0155
C 2.7813 0.0457 0.8791
C 6.3240 0.7929 0.0142
C -2.7025 -3.1329 0.2644
C -1.8532 2.2410 -0.4219
C 5.4222 0.4037 0.7739
C -2.5320 -0.0372 -0.0707
C 1.9880 -1.0294 0.5946
C 2.5073 1.1046 1.9569
H 5.3786 0.2027 1.8971
H -1.5757 2.5526 0.7952
H 7.3224 1.2263 -1.9336
H -0.9541 -2.2501 1.5744
H 3.0923 0.5961 -1.8276
H -2.2686 -5.2334 -0.1426
H 3.1159 -1.9482 -1.0828
H -1.5767 0.0636 -0.5487
H 1.5644 -3.5797 -1.5650
H -1.4694 -4.5157 1.1978
H -2.3278 0.0516 0.9049
H -2.6614 3.7355 -1.7066
H -4.9390 1.0693 -0.0964
H 2.9574 1.8692 2.3156
H -4.8734 3.0849 -1.2378
H -3.9297 1.8593 1.3990
H -4.3318 -1.1719 -0.1419
H -1.9165 -2.4669 -1.4554
H -1.6194 4.4063 -0.4798
H -5.3199 3.6155 0.2669
H -0.9987 2.1497 -1.0214
H 7.5022 0.6417 0.6506
H -3.7122 -0.6889 -1.6539
H 5.0069 1.0850 -2.9709
```

ΔE to the lowest compared entry with this formula, charge and spin: 593.17 kcal per mole
Lowest unoccupied orbital energy: -0.0496 Ha
HOMO-LUMO gap: 6.45 eV
E_tot: -37434.6158 eV
HOMO level: -0.2865 Eh